Molecular formula: C4H4O2
Method: DFT, wB97M-V/def2-TZVPD

The geometry in XYZ format:
```
10
Properties=species:S:1:pos:R:3
C -0.019 -0.923 0.054
C -1.350 -1.064 -0.030
C 0.507 0.350 -0.027
C 1.548 1.164 -0.011
O -2.076 0.047 -0.036
O -1.158 1.164 0.021
H 0.574 -1.692 -0.289
H -1.761 -2.011 0.231
H 1.282 2.190 -0.015
H 2.453 0.775 0.103
```

The value obtained for the total energy is -305.0819 hartree. As for the net charge: 0. Its relative energy (zero: lowest compared OMol25 entry of this formula, charge and spin) is 124.0 kcal/mol. The spin multiplicity is 1. The calculation puts the gap between HOMO and LUMO at 9.119 eV. The calculation puts the HOMO energy at -0.3128 Eh.